[1]
{
  "formula": "C4H7NS2",
  "method": "wB97M-V/def2-TZVPD",
  "smiles": "Cc1cncs1.S",
  "gap_ha": 0.3568,
  "total_charge": 0,
  "molar_mass_g_mol": 133.24,
  "lumo_energy_ha": 0.0233,
  "relative_energy_kj_mol": 67.9,
  "symbols": ["C", "C", "C", "N", "C", "S", "H", "H", "H", "H", "H", "S", "H", "H"],
  "xyz": [[0.4400, -0.1474, 1.3039], [-0.6666, 0.4070, 0.4757], [-0.7889, 0.4380, -0.8886], [-1.4919, 1.5046, -1.4107], [-1.8467, 2.3371, -0.4938], [-1.5006, 1.7884, 1.1493], [0.6925, -1.0688, 0.8324], [-0.0375, -0.2559, 2.2677], [1.2932, 0.4904, 1.4067], [-0.4052, -0.2710, -1.5157], [-2.3444, 3.3018, -0.5537], [2.2472, -2.7883, -1.5211], [2.9827, -2.3745, -0.4641], [1.4264, -3.3614, -0.5880]],
  "atomic_forces_ev_per_a": [[-1.8, -0.6, 0.1], [0.5, 2.1, -0.8], [-1.4, 1.8, 2.2], [0.1, 0.3, -0.3], [-0.2, -0.5, 1.5], [0.3, 0.0, -1.2], [0.6, -1.0, 0.2], [0.6, -0.7, 0.6], [0.4, 0.5, -0.2], [1.1, -1.6, -1.6], [-0.1, -0.4, -0.6], [-0.3, -0.2, 1.2], [0.1, 0.1, -0.5], [0.2, 0.1, -0.7]],
  "mulliken_charge": [-0.85, 0.44, -0.53, -0.53, -0.01, -0.13, 0.16, 0.35, 0.28, 0.49, 0.36, -0.33, 0.16, 0.15]
}


[2]
{
  "formula": "C2H6N2O2S2",
  "method": "wB97M-V/def2-TZVPD",
  "smiles": "[H]/N=C(/SC)S(N)(=O)=O",
  "gap_ha": 0.3624,
  "total_charge": 0,
  "molar_mass_g_mol": 154.22,
  "lumo_energy_ha": 0.0167,
  "relative_energy_kj_mol": 89.0,
  "symbols": ["H", "N", "C", "S", "C", "S", "N", "O", "O", "H", "H", "H", "H", "H"],
  "xyz": [[-1.9068, 0.2934, 1.2282], [-1.5699, 0.3167, 0.2973], [-0.3901, 0.1230, 0.0337], [0.2387, 0.0839, -1.5605], [-1.4268, 0.0363, -2.3903], [1.0158, 0.3574, 1.4575], [1.8388, -1.0954, 1.5961], [0.2497, 0.5684, 2.6542], [1.8243, 1.4337, 0.8789], [-1.9815, 0.9407, -2.0364], [-1.6987, -1.0096, -2.0063], [-1.1513, 0.1495, -3.4805], [2.3954, -1.0938, 2.4820], [2.5625, -1.1043, 0.8459]],
  "atomic_forces_ev_per_a": [[0.1, 0.2, 1.3], [-1.4, -0.4, -0.6], [2.4, 0.5, 1.5], [0.1, 0.3, -0.7], [1.5, -0.5, 0.1], [-1.3, 1.2, -2.2], [1.5, 0.5, 0.0], [0.5, -0.3, 0.1], [-0.4, -1.5, 1.0], [0.1, -1.3, -0.2], [-0.8, 1.9, -1.2], [-0.7, -0.6, 1.1], [-0.9, 0.0, -0.6], [-0.8, -0.1, 0.5]],
  "mulliken_charge": [0.28, -0.57, 0.39, -0.04, -0.79, 0.97, -0.56, -0.63, -0.56, 0.26, 0.28, 0.33, 0.31, 0.33]
}


[3]
{
  "formula": "C3H5N5O",
  "method": "wB97M-V/def2-TZVPD",
  "smiles": "[H]/N=C\\NOc1c[nH]nn1",
  "gap_ha": 0.3592,
  "total_charge": 0,
  "molar_mass_g_mol": 127.11,
  "lumo_energy_ha": 0.0252,
  "relative_energy_kj_mol": 403.7,
  "symbols": ["H", "N", "C", "N", "O", "C", "C", "N", "N", "N", "H", "H", "H", "H"],
  "xyz": [[0.3634, 1.0859, 2.5637], [1.2173, 1.5467, 2.2374], [1.8554, 0.7406, 1.4671], [1.5110, -0.5146, 0.9863], [0.2051, -0.9111, 0.9233], [-0.5173, -0.5519, -0.2708], [-1.7951, -0.8431, -0.8146], [-1.8733, -0.1137, -1.9466], [-0.5701, 0.4869, -2.2708], [0.1457, 0.0934, -1.3300], [2.9036, 0.7415, 1.0165], [1.9290, -0.7380, 0.0656], [-2.6033, -1.3681, -0.1969], [-2.7713, 0.3456, -2.4303]],
  "atomic_forces_ev_per_a": [[-0.1, 0.2, -0.4], [1.4, -1.3, -0.8], [0.2, 0.0, -0.3], [0.5, -0.6, -1.7], [-3.2, -0.3, -1.1], [0.8, 0.1, -2.6], [0.5, 0.4, 3.7], [-1.3, 2.1, -2.6], [-3.5, -1.9, 0.9], [1.7, 0.2, 2.9], [-0.9, 1.6, 1.1], [0.0, 0.4, 0.9], [1.0, 1.0, -1.7], [2.8, -1.9, 1.6]],
  "mulliken_charge": [0.28, -0.65, 0.20, -0.25, -0.32, 0.34, -0.26, -0.01, -0.62, 0.05, 0.25, 0.35, 0.34, 0.30]
}


[4]
{
  "formula": "C4H11O2P",
  "method": "wB97M-V/def2-TZVPD",
  "s_squared": 2.01,
  "gap_ha": [0.2142, 0.3491],
  "total_charge": 0,
  "molar_mass_g_mol": 122.10,
  "lumo_energy_ha": [0.0209, -0.0286],
  "spin_multiplicity": 3,
  "relative_energy_kj_mol": 289.7,
  "symbols": ["C", "C", "C", "C", "O", "O", "P", "H", "H", "H", "H", "H", "H", "H", "H", "H", "H", "H"],
  "xyz": [[-0.1509, -1.5407, 0.5223], [0.7788, 0.6240, 1.3028], [0.5437, -0.3063, 0.1345], [-1.0746, 0.9228, -0.9621], [-2.2993, 0.3216, -1.0549], [-1.1134, 2.0428, -0.0926], [-0.2459, 1.4055, -2.5328], [0.5477, -2.2444, 0.9731], [-1.1358, -1.3923, 1.1782], [-0.5487, -2.1003, -0.4798], [0.8428, 0.1775, 2.2808], [-0.1370, 1.2778, 1.2922], [1.6928, 1.2430, 1.3154], [1.3037, -0.3969, -0.6367], [-2.4521, -0.2327, -0.2110], [-1.9690, 2.0277, 0.3887], [0.9483, 1.6708, -1.8748], [0.4469, 0.1375, -2.7534]],
  "atomic_forces_ev_per_a": [[-3.3, -1.3, -2.4], [-0.5, 1.2, -0.4], [3.3, -1.2, 2.9], [-2.3, 2.8, -0.9], [-0.4, -1.5, 1.7], [-0.9, -0.4, -0.7], [0.4, -1.3, 0.0], [-0.2, -0.2, 0.5], [2.2, -0.2, -1.0], [0.8, 1.1, 2.2], [-0.3, -0.9, 0.4], [1.5, -0.4, 0.8], [-0.5, 0.0, -0.7], [-0.2, 0.1, 0.0], [0.4, 1.1, -2.0], [0.5, 0.1, -0.5], [0.4, 0.8, 0.4], [-0.9, 0.3, -0.2]],
  "mulliken_charge": [-1.27, -0.90, -0.08, 0.43, -0.53, -0.51, -0.14, 0.40, 0.24, 0.26, 0.37, 0.16, 0.28, 0.56, 0.33, 0.30, 0.03, 0.04]
}